A) Formula: C3H3NS2
Source: the OMol25 dataset
Level of theory: the ωB97M-V functional and the def2-TZVPD basis

Computed properties:
Spin multiplicity   1
Kohn-Sham gap   8.34 eV
Net charge   0
Lowest unoccupied orbital energy   -0.45 eV

Geometry as XYZ:
```
9
Properties=species:S:1:pos:R:3:nbo_charge:R:1
C 1.227 -3.059 0.241 0.20
C 0.028 -0.601 -1.550 -0.22
C -0.074 0.024 -0.254 -0.75
N 1.034 -3.226 -0.933 -0.68
S 0.499 -1.976 -2.182 0.71
S 1.184 -3.055 1.815 -0.03
H 0.859 0.481 -0.032 0.28
H -0.650 0.903 -0.200 0.24
H -0.236 -0.662 0.613 0.25
```

---

B) Formula: C3H3NS2
Source: the OMol25 dataset
Level of theory: the ωB97M-V functional and the def2-TZVPD basis

Computed properties:
Spin multiplicity   1
Kohn-Sham gap (spin up / spin down)   6.03 / 6.03 eV
Net charge   0
Lowest unoccupied orbital energy (spin up / spin down)   -1.71 / -1.71 eV

Geometry as XYZ:
```
9
Properties=species:S:1:pos:R:3:nbo_charge:R:1
C -0.483 -0.689 0.185 0.10
C 1.660 0.017 -0.440 0.16
C 0.350 0.417 -0.625 -0.68
N 0.149 -1.007 1.234 -0.78
S -1.900 -1.101 -0.569 -0.26
S 2.968 -0.755 -0.252 0.46
H 0.066 0.453 -1.679 0.31
H 0.100 1.363 -0.144 0.31
H -0.338 -1.664 1.835 0.37
```

---

Pick the least stable structure from those above. Pick: B)